Computed, not measured: a 2-piece molecular cluster, C4H9N overall, with wB97M-V/def2-TZVPD.

Kohn-Sham gap (alpha / beta)	6.16 / 4.64	eV
2S+1	2
charge	+1
lowest unoccupied orbital energy (alpha / beta)	-0.258 / -0.313	Ha
HOMO level (alpha / beta)	-13.180 / -13.161	eV

Each line ends with the Mulliken spin population.
Element x y z (Å)
H 0.6010 2.4016 -0.8474  0.0001
C -1.1833 1.8257 0.3537  0.0002
H 1.7293 -0.3543 -0.0732  0.0362
H -1.6676 1.3941 -0.5443  0.0006
H 1.8036 -1.5194 1.2835  0.0023
H 2.0727 -2.0706 -0.2711  0.0261
H -0.9117 -2.2972 -1.4312  0.0505
C 1.4730 -1.3505 0.3225  0.0334
C -0.0990 2.5326 0.1419  0.0044
H -1.4242 1.5881 1.3996  0.0000
N 0.0406 -1.6476 0.2564  0.7482
H 0.2923 3.4022 0.6715  -0.0001
H -0.5363 -0.6199 -1.6049  0.0511
C -0.5646 -1.4064 -0.8810  0.0471


Computed, not measured: a 2-piece molecular cluster, C4H9N2 overall, with wB97M-V/def2-TZVPD.

Kohn-Sham gap (alpha / beta)	7.26 / 8.02	eV
charge	+1
lowest unoccupied orbital energy (alpha / beta)	-0.230 / -0.213	Ha
HOMO level (alpha / beta)	-13.528 / -13.824	eV

Each line ends with the natural charge from an NBO analysis.
Element x y z (Å)
N -3.1484 -0.0181 -0.1834  -0.7611
H 0.4495 1.3522 -0.5586  0.3104
H 1.2938 1.9645 0.8147  0.3657
C -1.8790 0.2568 -0.0323  0.1818
H -1.5839 1.3030 0.1051  0.2004
H 2.2576 1.3148 -0.4576  0.2762
C 1.2919 1.1519 0.0058  -0.8922
C 2.0199 -1.2932 0.1692  -0.7989
H 1.6613 -1.8404 -0.6706  0.3258
H -3.3269 -1.0419 -0.2692  0.4223
H -3.9080 0.6570 -0.2978  0.4335
C 1.0957 -0.1506 0.3196  0.6926
N -1.1235 -0.7567 0.0126  -0.3174
H 1.8684 -2.0085 0.9444  0.3062
H 3.0315 -0.8908 0.0980  0.2547


Computed, not measured: C4H9N2 as an isolated structure, with wB97M-V/def2-TZVPD.

Kohn-Sham gap	10.20	eV
charge	+1
lowest unoccupied orbital energy	-0.180	Ha
HOMO level	-15.102	eV

Each line ends with the natural charge from an NBO analysis.
Element x y z (Å)
C -0.9605 -1.1978 -0.0494  -0.4705
H 3.4469 0.0867 0.8206  0.2253
H 1.9031 -1.5117 -0.6227  0.2537
N -0.4074 0.1181 -0.2708  -0.0221
H -1.9814 -1.2294 -0.4256  0.2537
H 2.4419 1.4737 0.2044  0.2489
H -1.7553 1.2455 0.8503  0.2381
H -2.1241 1.1322 -0.8745  0.2401
C -1.3156 1.2275 -0.1493  -0.4315
N 0.8027 0.3768 -0.4439  -0.0257
H -0.3733 -1.9621 -0.5560  0.2342
C 1.8275 -0.4576 -0.4255  -0.0899
H -0.9864 -1.4248 1.0196  0.2483
H -0.7799 2.1559 -0.3312  0.2504
C 2.5943 0.4090 0.2254  -0.1531


Computed, not measured: a 2-piece molecular cluster, C4H9N2 overall, with wB97M-V/def2-TZVPD.

Kohn-Sham gap	8.64	eV
charge	+1
lowest unoccupied orbital energy	-0.263	Ha
HOMO level	-15.796	eV

Each line ends with the natural charge from an NBO analysis.
Element x y z (Å)
H 0.7120 -2.0137 -0.7850  0.2342
H 0.9061 0.3601 -1.5081  0.2774
N -3.4553 -0.2049 0.4813  -0.3140
H -3.6644 0.8177 0.3505  0.3935
C -0.5614 0.0570 -0.2778  0.5874
C 1.2524 -1.2864 -0.1673  -0.6335
H 1.4925 1.1817 1.5264  0.2410
H 0.9853 -1.7147 0.8933  0.2458
H -4.0770 -0.8051 -0.1193  0.4009
H 2.4792 1.3716 -0.0203  0.2408
C 0.8127 0.1092 -0.5103  -0.3629
C 1.5136 1.3074 0.4673  -0.5523
N -1.7202 0.0695 -0.3104  -0.2481
H 2.4085 -1.4813 -0.1653  0.2673
H 0.9160 2.2319 0.1452  0.2224


Computed, not measured: an isolated ion of composition C4H9N2 and charge +1, with wB97M-V/def2-TZVPD.

Kohn-Sham gap	8.34	eV
charge	+1
lowest unoccupied orbital energy	-0.208	Ha
structure (SMILES)	C/C=[NH+]/C=N/C
HOMO level	-14.007	eV

Each line ends with the natural charge from an NBO analysis.
Element x y z (Å)
H -1.8997 -1.3363 -0.0169  0.2333
H -3.6864 0.2618 -0.6708  0.2978
N 1.9729 0.4503 0.0043  -0.3167
H 1.0162 -1.4106 0.0103  0.1907
H -0.4142 1.1689 0.1159  0.4276
H -2.6718 1.5117 0.2557  0.2439
C -2.9148 0.4766 0.1336  -0.7059
N -0.4603 0.2322 -0.0969  -0.4438
C 3.3220 0.1007 0.0147  -0.4637
H -3.2943 0.1733 1.1431  0.2948
H 3.6841 -0.7289 0.7110  0.2210
C 0.8922 -0.2999 0.0061  0.2011
C -1.6928 -0.2915 -0.1010  0.3367
H 3.8159 1.0406 0.3536  0.2354
H 3.6212 0.0408 -0.9781  0.2477


Computed, not measured: an isolated ion of composition C4H9N2 and charge +1, with wB97M-V/def2-TZVPD.

Kohn-Sham gap	11.36	eV
charge	+1
lowest unoccupied orbital energy	-0.123	Ha
structure (SMILES)	C[C@@H]1CNC=[NH+]1
HOMO level	-14.713	eV

Each line ends with the natural charge from an NBO analysis.
Element x y z (Å)
C 0.6330 -1.4344 -0.7279  0.3842
H -1.7273 1.6198 -0.9473  0.2334
H 2.2582 -1.3648 0.5491  0.4493
H -1.5712 -0.0870 0.8511  0.2321
H 1.2028 0.8925 1.1239  0.2329
H 0.4407 -0.3915 2.0814  0.2368
H 0.0287 1.8188 -0.9342  0.2218
N -0.5249 -0.8376 -0.8033  -0.5090
C -0.6855 0.1614 0.2588  -0.0607
H -1.2158 -0.9711 -1.5251  0.4482
C -0.8359 1.5573 -0.3290  -0.6205
H -0.9334 2.2833 0.4728  0.2438
N 1.3394 -1.0366 0.2957  -0.5074
H 0.9700 -2.1792 -1.4323  0.2530
C 0.6213 -0.0309 1.0664  -0.2380


Computed, not measured: a 2-piece molecular cluster, C4H9N2 overall, with wB97M-V/def2-TZVPD.

Kohn-Sham gap	8.60	eV
charge	+1
lowest unoccupied orbital energy	-0.179	Ha
HOMO level	-13.474	eV

Each line ends with the natural charge from an NBO analysis.
Element x y z (Å)
C 0.8867 0.1319 -2.4126  0.1325
H 0.1586 0.2220 -0.6496  0.4800
C 1.7864 -1.2455 -0.6277  -0.4465
C -1.1582 0.9753 2.3237  0.1143
N 0.9004 -0.3019 -1.2218  -0.3899
H 1.5560 -0.4134 -3.1730  0.2155
H -3.1559 1.4788 1.4732  0.1955
H -3.0141 -0.0183 2.3617  0.1925
H -0.5083 1.3314 3.0919  0.2229
H 2.6647 -0.7792 -0.2242  0.2541
H 2.2204 -1.8980 -1.4093  0.2459
N -1.2002 0.5736 1.1709  -0.4131
H 1.1473 -1.6971 0.2050  0.2620
C -2.5626 0.7889 1.8922  -0.2905
H 0.2788 0.8514 -2.8004  0.2246


Computed, not measured: a 2-piece molecular cluster, C4H9N2 overall, with wB97M-V/def2-TZVPD.

Kohn-Sham gap	9.24	eV
charge	+1
lowest unoccupied orbital energy	-0.154	Ha
HOMO level	-13.422	eV

Each line ends with the natural charge from an NBO analysis.
Element x y z (Å)
H -0.8453 -0.8481 -1.7815  0.2619
C -2.2734 -0.2224 0.4211  0.2720
H -2.0721 -0.5947 1.4087  0.1862
H 2.5718 1.3789 0.9455  0.2522
H -3.4651 0.1322 -0.9992  0.3890
H 2.3841 -0.2110 2.0152  0.2436
H 1.0326 -0.7930 -1.7552  0.2530
C -0.0494 0.0123 -0.1066  0.3808
C 0.0516 -0.2248 -1.5468  -0.7615
N 0.7298 0.2548 0.8284  -0.4968
H 2.6288 -0.3229 0.1953  0.2274
H 0.3673 0.5404 1.7590  0.4237
C 2.2267 0.2636 0.9657  -0.4311
N -3.3663 -0.1174 -0.0928  -0.5108
H 0.0788 0.7522 -2.2569  0.3105


Computed, not measured: a 2-piece molecular cluster, C4H9N2 overall, with wB97M-V/def2-TZVPD.

Kohn-Sham gap (alpha / beta)	6.24 / 10.49	eV
2S+1	3
charge	+1
lowest unoccupied orbital energy (alpha / beta)	-0.160 / -0.171	Ha
HOMO level (alpha / beta)	-10.588 / -15.153	eV

Each line ends with the Mulliken spin population.
Element x y z (Å)
H 0.8575 0.9267 0.8777  0.0246
H -2.6865 2.2774 1.2769  0.0147
C -2.2061 1.4029 1.6323  0.9335
H 2.7317 -0.5972 -1.0816  -0.0005
H 0.6382 -0.0485 -2.0968  -0.0092
C 0.7412 -0.3103 -1.0220  -0.0082
C 0.3365 0.5112 0.0849  0.0932
H -2.5620 0.4270 1.6786  0.0145
C -0.5881 -0.5995 -0.3120  0.1054
H 1.7701 -2.0123 -1.7615  -0.0002
N 1.9129 -1.2460 -1.0437  0.0091
N -0.9714 0.7765 -0.3874  0.7864
H -1.1860 1.5662 1.9959  0.0218
H -1.0148 -1.4751 0.2574  0.0142
H 2.2270 -1.5990 -0.0986  0.0005


Computed, not measured: an isolated ion of composition C4H9N2 and charge +1, with wB97M-V/def2-TZVPD.

Kohn-Sham gap (alpha / beta)	6.07 / 7.65	eV
2S+1	3
charge	+1
lowest unoccupied orbital energy (alpha / beta)	-0.148 / -0.256	Ha
HOMO level (alpha / beta)	-10.091 / -14.619	eV

Each line ends with the Mulliken spin population.
Element x y z (Å)
C 0.9539 -0.1111 0.0768  0.6344
C 0.4963 -1.3398 -0.1223  0.2559
H 0.5124 0.7280 0.4284  0.0088
H 2.9660 -0.4442 0.5845  0.0119
H -2.1373 1.0732 0.9752  0.0477
H -3.0838 1.1350 -0.5363  0.0122
H 2.5054 1.0971 0.6243  0.0075
C -1.2744 -0.0761 -0.3382  0.5648
N 2.4525 0.1681 0.0634  0.0113
N -0.8419 -1.2447 -0.0708  0.4065
H -3.3617 -0.1807 0.5527  0.0049
C -2.5063 0.4619 0.1069  0.0278
H 2.8887 0.3479 -0.9004  0.0212
H 1.0996 -2.2054 -0.2887  0.0116
H -0.6693 0.5907 -1.1554  -0.0266


Number 1: E -212.07293 a.u.. Number 2: E -266.85595 a.u.. Number 3: E -266.95502 a.u.. Number 4: E -266.88150 a.u.. Number 5: E -266.99231 a.u.. Number 6: E -267.09928 a.u.. Number 7: E -266.94333 a.u.. Number 8: E -266.91336 a.u.. Number 9: E -266.78566 a.u.. Number 10: E -266.81953 a.u..